No. 1
ORCA calculation (wB97M-V/def2-TZVPD) on one molecule with the formula C3H6O2 in a non-equilibrium geometry.

SMILES: OC[C@@H]1CO1
Net charge: 0
LUMO level: 0.0391 hartree

Geometry as XYZ:
```
11
C3H6O2 wB97M-V/def2-TZVPD
O 1.3742 0.2064 0.1117
C 0.1735 -0.2640 0.7232
C 0.3295 1.1651 0.4816
O -0.2024 -0.2865 -1.5706
C -0.7074 -0.8578 -0.3931
H 0.7508 -0.1663 -1.2819
H 0.2896 -0.7265 1.6983
H -0.3850 1.5641 -0.2536
H 0.7888 1.8760 1.1421
H -1.7478 -0.5595 -0.1932
H -0.6637 -1.9510 -0.4644
```

natural (NBO) atomic charge list, values in e, 2 entries: -0.503 0.018



No. 2
ORCA calculation (wB97M-V/def2-TZVPD) on C11H17BN6OTc as an isolated structure in a non-equilibrium geometry.

Net charge: +2
Multiplicity: 4
LUMO level (alpha / beta): -0.3250 / -0.3771 hartree
Expectation value of S²: 3.963

Geometry as XYZ:
```
37
C11H17BN6OTc wB97M-V/def2-TZVPD
H 1.0498 3.8211 1.1002
N 0.7299 2.0617 -0.0594
B 0.2831 0.5897 -2.2405
N 0.5520 1.9101 -1.4865
C 0.9045 3.0653 -2.0778
Tc 1.4574 0.7278 1.3525
H 0.9587 3.1492 -3.1562
C 1.1799 4.0133 -1.1189
H 1.5517 5.0142 -1.2811
C 0.9774 3.3880 0.1173
H 0.4951 0.7047 -3.4216
C -2.2911 -3.3637 3.0639
H -1.8940 -3.9195 3.9115
H -1.4780 -2.8748 2.5319
H -2.8144 -4.0359 2.3867
N -1.2919 0.1609 -2.1563
N 1.1502 -0.5148 -1.6141
N -1.7386 0.0353 -0.9084
N 1.3988 -0.6855 -0.2081
C -2.3138 -0.1566 -3.0075
C 1.9280 -1.3745 -2.2984
H -2.1952 -0.1156 -4.0865
H 1.9692 -1.3676 -3.3725
C -3.4322 -0.5181 -2.2420
C 2.6146 -2.1846 -1.4056
C -2.9962 -0.3810 -0.8770
C 2.1876 -1.7892 -0.1274
H -4.4140 -0.8179 -2.5194
H 3.3581 -2.9195 -1.6392
H -3.4783 -0.5418 0.0746
H 2.4498 -2.2218 0.8183
H -2.9579 -2.6246 3.4074
C 1.2198 0.7552 4.5831
O 1.2393 0.6833 3.1788
H 2.0014 0.1077 4.9880
H 0.2374 0.4276 4.9239
H 1.4019 1.7917 4.8663
```

natural (NBO) atomic charge list, values in e, 2 entries: 0.250 -0.402



No. 3
ORCA calculation (wB97M-V/def2-TZVPD) on a 2-piece molecular cluster, CH4N2O overall in a non-equilibrium geometry.

Net charge: 0
LUMO level (alpha / beta): -0.0456 / -0.0455 hartree

Geometry as XYZ:
```
8
CH4N2O wB97M-V/def2-TZVPD
C -1.1287 -0.1229 -0.0590
N -0.8324 -1.0439 -0.8702
N 2.6867 1.1943 -0.1426
O -0.9459 -0.0176 1.2360
H -1.6076 0.7312 -0.5434
H -0.3872 -1.8691 -0.4748
H 2.7968 2.0300 -0.7123
H -0.5817 -0.9020 1.5663
```

natural (NBO) atomic charge list, values in e, 2 entries: 0.412 -0.715



No. 4
ORCA calculation (wB97M-V/def2-TZVPD) on one molecule with the formula C3H7NOS2 in a non-equilibrium geometry.

SMILES: CSC(=S)N(C)O
Net charge: 0
LUMO level: 0.0171 hartree

Geometry as XYZ:
```
14
C3H7NOS2 wB97M-V/def2-TZVPD
C -0.0175 -2.2497 -1.2148
C 0.1365 -0.2475 0.5463
C -0.5333 2.0454 -0.0742
H -0.0843 -2.3299 -2.4101
H 0.9748 -2.7391 -0.6585
H -0.9013 -2.8065 -0.6840
H -0.4252 3.1195 0.4037
H -1.7360 1.8038 -0.1998
H 0.0684 2.1070 -1.1549
H 1.2062 0.6857 2.1708
N 0.1204 1.0561 0.7437
O 0.6329 1.4805 1.9917
S -0.2649 -0.6206 -1.1618
S 0.8233 -1.3047 1.7020
```

natural (NBO) atomic charge list, values in e, 2 entries: -0.864 -0.067



No. 5
ORCA calculation (wB97M-V/def2-TZVPD) on C18H30N6O2 as an isolated structure in a non-equilibrium geometry.

Net charge: 0
LUMO level: -0.0056 hartree

Geometry as XYZ:
```
56
C18H30N6O2 wB97M-V/def2-TZVPD
C -1.5626 0.8370 3.9063
C -1.4441 0.1273 2.6112
O -0.3375 -0.3210 2.1698
C -2.7339 -0.0042 1.7857
H -0.6187 0.8600 4.4511
H -2.3279 0.3232 4.4881
H -1.6737 1.9168 3.8077
H -2.6357 -0.7999 1.0473
H -2.9389 1.0036 1.4246
H -3.5357 -0.3598 2.4328
C 2.8094 -2.4261 -0.6566
C 1.6259 -1.4926 -0.5537
O 0.6238 -1.7127 0.0573
C 1.6081 -0.4681 -1.6419
H 2.8824 -2.9346 -1.6179
H 2.7789 -3.1643 0.1448
H 3.6766 -1.7738 -0.5527
H 0.7644 -0.5990 -2.3194
H 2.5198 -0.4741 -2.2394
H 1.6265 0.5054 -1.1521
C -0.4451 0.2740 0.3121
C -0.5352 0.2841 -1.1887
N -0.5566 0.2958 -2.3771
H -1.4351 0.2014 0.7625
H 0.2187 0.9946 0.7897
H 0.1366 -0.6016 0.6005
C -0.8015 -1.0618 -3.8141
C -1.5949 -0.0911 -4.6180
N -2.1798 0.6551 -5.2512
H 0.1349 -1.1631 -4.3628
H -1.3662 -1.9890 -3.7168
H -0.6569 -0.6453 -2.8172
C 1.3842 -0.3314 2.4071
C 1.5830 1.0663 2.8456
N 1.7556 2.1600 3.2001
H 0.9589 -0.2999 1.4040
H 0.7516 -0.8996 3.0891
H 2.3737 -0.7883 2.4253
C 0.0146 -2.7474 1.2698
C -1.3907 -2.3382 1.1698
N -2.4713 -1.9517 1.0462
H 0.1899 -3.0535 2.3012
H 0.7056 -1.9108 1.1666
H 0.3583 -3.5626 0.6330
C 2.0254 3.1956 0.8507
C 2.0353 1.7053 0.6625
N 2.0738 0.5937 0.4224
H 3.0262 3.5980 1.0071
H 1.4515 3.5352 1.7129
H 1.5779 3.7304 0.0129
C -1.3091 1.7956 -3.0415
C -2.5247 2.3326 -3.7292
N -3.4869 2.8136 -4.1969
H -0.9710 0.8644 -3.4960
H -1.5271 1.6657 -1.9815
H -0.6108 2.6310 -3.0932
```

natural (NBO) atomic charge list, values in e, 2 entries: -0.745 0.721



No. 6
ORCA calculation (wB97M-V/def2-TZVPD) on one molecule with the formula C8H14OS2 in a non-equilibrium geometry.

Net charge: 0
LUMO level: -0.0041 hartree

Geometry as XYZ:
```
25
C8H14OS2 wB97M-V/def2-TZVPD
C -0.9288 -0.4223 -0.0071
C -0.1453 0.6069 -0.8409
C -0.1555 -1.4943 0.3805
C 1.3035 0.4884 -0.4350
C -2.2364 -0.0701 0.6382
C -0.8086 2.0769 -0.6513
C -0.4242 -2.6083 1.2906
C 2.3982 0.9727 -1.2276
O 1.2780 -1.7535 -1.9263
S 1.6001 0.9096 1.3896
S 1.4158 -1.4068 -0.5142
H 0.9598 0.4359 2.7417
H -0.3328 0.2064 -1.8476
H -2.9469 0.5534 0.1077
H -2.1560 0.5700 1.4395
H -2.7792 -1.0088 1.0395
H -0.0688 2.7785 -0.9199
H -1.0496 2.1006 0.3605
H -1.5515 2.4189 -1.3305
H -1.3872 -2.8690 1.2476
H -0.2766 -2.3348 2.2941
H 0.2394 -3.4341 1.1365
H 3.2582 0.9659 -0.5722
H 2.2713 2.0131 -1.6797
H 2.5231 0.3048 -2.1139
```

natural (NBO) atomic charge list, values in e, 2 entries: 0.098 -0.328